Density functional theory data (ωB97M-V/def2-TZVPD) for a cluster of 7 separate species, C2H19NO7 in total in a non-equilibrium geometry.

## Properties
Electronic energy (eV): -18201.818
HOMO (eV): -9.686
SMILES: NCCO.O.O.O.O.O.O
2S+1: 1
Gap between HOMO and LUMO (eV): 9.778
E_LUMO (eV): 0.092

Each line ends with the Mulliken charge.
Element x y z (Å)
N1 1.612 -1.403 -1.401  -0.489
C1 1.483 0.053 -1.913  -0.941
C2 0.115 0.457 -2.243  -0.129
O1 -0.645 0.940 -1.163  -0.468
H1 1.421 -1.983 -2.119  0.258
H2 0.991 -1.505 -0.631  0.163
H3 2.121 0.170 -2.591  0.642
H4 1.790 0.779 -1.043  0.116
H5 -0.233 -0.610 -2.543  0.198
H6 0.009 1.136 -3.081  0.358
H7 0.003 1.120 -0.452  0.335
O2 -3.264 1.209 -1.957  -0.637
H8 -3.170 0.294 -2.135  0.321
H9 -2.420 1.394 -1.570  0.339
O3 -2.355 -0.515 0.271  -0.674
H10 -2.537 0.478 0.120  0.348
H11 -1.599 -0.694 -0.252  0.362
O4 0.977 0.152 3.154  -0.641
H12 0.316 0.172 2.466  0.376
H13 0.771 -0.607 3.655  0.327
O5 1.040 1.574 0.883  -0.699
H14 1.593 0.855 1.245  0.218
H15 1.373 2.470 0.679  0.260
O6 -1.493 -1.029 3.172  -0.675
H16 -1.196 -1.250 2.210  0.342
H17 -2.121 -0.252 3.117  0.312
O7 1.460 -1.275 1.251  -0.523
H18 1.937 -0.415 1.028  0.342
H19 2.021 -1.714 1.844  0.257